Entry 1:
Molecular formula: C4H11S2
Method: DFT, the ωB97M-V functional and the def2-TZVPD basis

Last columns: bonded neighbours and bond lengths (Å).
CARTESIAN COORDINATES (ANGSTROEM)
1 C 0.740 0.975 1.831  S2 1.809, H4 1.091, H5 1.084, H6 1.088
2 S 1.058 2.755 1.887  C1 1.809, C3 1.795
3 C -0.171 3.268 0.684  S2 1.795, H7 1.095, H8 1.095, H9 1.089
4 H 1.436 0.488 2.515  C1 1.091
5 H 0.761 0.508 0.853  C1 1.084
6 H -0.237 0.853 2.296  C1 1.088
7 H -1.061 2.638 0.797  C3 1.095
8 H -0.513 4.295 0.848  C3 1.095
9 H 0.164 3.230 -0.351  C3 1.089
10 C 0.220 -2.868 -1.798  C11 1.532, H13 1.094, H14 1.086, H15 1.084
11 C -0.679 -2.013 -0.900  C10 1.532, S12 1.770, H16 1.099, H17 1.095
12 S -2.199 -1.517 -1.660  C11 1.770
13 H 0.302 -2.308 -2.735  C10 1.094
14 H -0.232 -3.772 -2.195  C10 1.086
15 H 1.244 -2.960 -1.454  C10 1.084
16 H -0.108 -1.093 -0.709  C11 1.099
17 H -0.726 -2.476 0.091  C11 1.095

Output
- Molecular weight: 123.3 g/mol
- ΔE to the lowest compared entry with this formula, charge and spin: 37.4 kJ/mol
- LUMO level (spin up / spin down): 0.8 / -2.0 eV
- HOMO energy (spin up / spin down): -8.580 / -8.580 eV
- Spin multiplicity: 2
- E: -25995.1044 eV
- HOMO-LUMO gap (spin up / spin down): 9.39 / 6.57 eV

=====

Entry 2:
Molecular formula: C4H12
Method: DFT, the ωB97M-V functional and the def2-TZVPD basis

Last columns: bonded neighbours and bond lengths (Å).
CARTESIAN COORDINATES (ANGSTROEM)
1 C 1.022 -1.736 -2.266  C2 1.580, H3 1.097, H4 1.088, H5 1.082
2 C 0.385 -1.097 -0.969  C1 1.580, H6 1.094, H7 1.092, H8 1.090
3 H 0.326 -2.529 -2.567  C1 1.097
4 H 0.930 -0.976 -3.039  C1 1.088
5 H 1.956 -2.187 -1.955  C1 1.082
6 H 1.090 -0.357 -0.577  C2 1.094
7 H 0.319 -1.906 -0.239  C2 1.092
8 H -0.539 -0.588 -1.240  C2 1.090
9 C -0.339 0.824 1.991  C10 1.522, H11 1.086, H12 1.085, H13 1.095
10 C -1.019 1.980 1.270  C9 1.522, H14 1.093, H15 1.095, H16 1.094
11 H -0.595 0.754 3.044  C9 1.086
12 H -0.546 -0.075 1.419  C9 1.085
13 H 0.740 1.005 1.940  C9 1.095
14 H -0.850 1.967 0.190  C10 1.093
15 H -2.112 1.954 1.326  C10 1.095
16 H -0.768 2.967 1.672  C10 1.094

Output
- Total charge: -1
- Molecular weight: 60.1 g/mol
- ΔE to the lowest compared entry with this formula, charge and spin: 33.6 kJ/mol
- LUMO level (spin up / spin down): 4.3 / 4.4 eV
- HOMO energy (spin up / spin down): 1.521 / -7.634 eV
- Spin multiplicity: 2
- E: -4340.6881 eV
- HOMO-LUMO gap (spin up / spin down): 2.79 / 12.03 eV

=====

Entry 3:
Molecular formula: C4H12
Method: DFT, the ωB97M-V functional and the def2-TZVPD basis

Last columns: bonded neighbours and bond lengths (Å).
CARTESIAN COORDINATES (ANGSTROEM)
1 C 0.879 -1.400 -2.438  C2 1.597, H3 1.126, H4 1.159, H5 1.129
2 C 0.409 -0.430 -1.260  C1 1.597, H6 1.172, H7 1.049, H8 1.098
3 H 0.187 -2.175 -2.872  C1 1.126
4 H 0.755 -0.778 -3.409  C1 1.159
5 H 1.883 -1.912 -2.369  C1 1.129
6 H -0.685 -0.028 -1.381  C2 1.172
7 H 1.184 0.256 -1.087  C2 1.049
8 H 0.019 -0.947 -0.373  C2 1.098
9 C 0.146 0.872 2.033  C10 1.521, H11 1.154, H12 1.213, H13 1.135
10 C -1.344 0.975 1.745  C9 1.521, H14 1.151, H15 1.059, H16 1.088
11 H 0.751 1.855 2.046  C9 1.154
12 H 0.449 0.352 3.085  C9 1.213
13 H 0.774 0.212 1.356  C9 1.135
14 H -1.844 0.206 1.050  C10 1.151
15 H -1.975 1.015 2.594  C10 1.059
16 H -1.588 1.928 1.280  C10 1.088

Output
- Total charge: -1
- Molecular weight: 60.1 g/mol
- ΔE to the lowest compared entry with this formula, charge and spin: 161.6 kJ/mol
- LUMO level (spin up / spin down): 4.3 / 4.4 eV
- HOMO energy (spin up / spin down): 1.495 / -6.932 eV
- Spin multiplicity: 2
- E: -4339.3618 eV
- HOMO-LUMO gap (spin up / spin down): 2.81 / 11.34 eV

=====

Entry 4:
Molecular formula: C4H12
Method: DFT, the ωB97M-V functional and the def2-TZVPD basis

Last columns: bonded neighbours and bond lengths (Å).
CARTESIAN COORDINATES (ANGSTROEM)
1 C -0.142 1.872 -0.590  C2 1.547, H3 1.091, H4 1.087, H5 1.088
2 C 0.759 1.547 -1.805  C1 1.547, H6 1.079, H7 1.106, H8 1.082
3 H 0.337 2.612 0.053  C1 1.091
4 H -1.066 2.283 -0.990  C1 1.087
5 H -0.395 1.005 0.015  C1 1.088
6 H 1.698 1.075 -1.560  C2 1.079
7 H 0.954 2.533 -2.267  C2 1.106
8 H 0.079 1.252 -2.593  C2 1.082
9 C -0.372 -1.414 1.892  C10 1.527, H11 1.091, H12 1.094, H13 1.094
10 C -0.192 -2.116 0.547  C9 1.527, H14 1.083, H15 1.097, H16 1.088
11 H -1.343 -0.942 2.044  C9 1.091
12 H -0.251 -2.142 2.700  C9 1.094
13 H 0.404 -0.664 2.071  C9 1.094
14 H 0.708 -1.818 0.022  C10 1.083
15 H -0.968 -1.885 -0.193  C10 1.097
16 H -0.210 -3.199 0.654  C10 1.088

Output
- Total charge: -1
- Molecular weight: 60.1 g/mol
- ΔE to the lowest compared entry with this formula, charge and spin: 51.7 kJ/mol
- LUMO level (spin up / spin down): 4.3 / 4.5 eV
- HOMO energy (spin up / spin down): 1.563 / -7.796 eV
- Spin multiplicity: 2
- E: -4340.5003 eV
- HOMO-LUMO gap (spin up / spin down): 2.70 / 12.28 eV

=====

Entry 5:
Molecular formula: C4H12
Method: DFT, the ωB97M-V functional and the def2-TZVPD basis

Last columns: bonded neighbours and bond lengths (Å).
CARTESIAN COORDINATES (ANGSTROEM)
1 C -0.589 1.380 1.088  C2 1.522, H3 1.083, H4 1.092, H5 1.101
2 C -0.771 0.295 2.138  C1 1.522, H6 1.096, H7 1.094, H8 1.091
3 H -0.811 1.022 0.090  C1 1.083
4 H -1.038 2.324 1.404  C1 1.092
5 H 0.468 1.681 1.142  C1 1.101
6 H -1.779 -0.133 2.084  C2 1.096
7 H -0.157 -0.609 2.090  C2 1.094
8 H -0.673 0.734 3.132  C2 1.091
9 C 0.437 -1.567 -1.603  C10 1.550, H11 1.085, H12 1.086, H13 1.093
10 C 0.910 -0.091 -1.641  C9 1.550, H14 1.084, H15 1.090, H16 1.086
11 H -0.052 -1.883 -2.519  C9 1.085
12 H 1.299 -2.191 -1.387  C9 1.086
13 H -0.305 -1.663 -0.807  C9 1.093
14 H 1.058 0.199 -0.608  C10 1.084
15 H 1.827 -0.005 -2.226  C10 1.090
16 H 0.100 0.490 -2.073  C10 1.086

Output
- Total charge: -1
- Molecular weight: 60.1 g/mol
- ΔE to the lowest compared entry with this formula, charge and spin: 33.5 kJ/mol
- LUMO level (spin up / spin down): 4.4 / 4.5 eV
- HOMO energy (spin up / spin down): 1.551 / -7.409 eV
- Spin multiplicity: 2
- E: -4340.6888 eV
- HOMO-LUMO gap (spin up / spin down): 2.82 / 11.92 eV

=====

Entry 6:
Molecular formula: C4H12
Method: DFT, the ωB97M-V functional and the def2-TZVPD basis

Last columns: bonded neighbours and bond lengths (Å).
CARTESIAN COORDINATES (ANGSTROEM)
1 C 0.464 1.022 -1.529  C2 1.533, H3 1.088, H4 1.091, H5 1.092
2 C 0.633 -0.386 -2.112  C1 1.533, H6 1.092, H7 1.079, H8 1.090
3 H 1.032 1.292 -0.641  C1 1.088
4 H 0.690 1.768 -2.293  C1 1.091
5 H -0.600 1.078 -1.290  C1 1.092
6 H 1.662 -0.599 -2.408  C2 1.092
7 H -0.030 -0.486 -2.957  C2 1.079
8 H 0.314 -1.128 -1.380  C2 1.090
9 C 0.085 -0.812 1.769  C10 1.547, H11 1.089, H12 1.089, H13 1.089
10 C -1.127 0.145 1.867  C9 1.547, H14 1.089, H15 1.092, H16 1.094
11 H 0.389 -1.097 2.774  C9 1.089
12 H -0.136 -1.692 1.167  C9 1.089
13 H 0.882 -0.243 1.291  C9 1.089
14 H -1.680 0.225 0.933  C10 1.089
15 H -0.758 1.126 2.172  C10 1.092
16 H -1.820 -0.214 2.633  C10 1.094

Output
- Total charge: -1
- Molecular weight: 60.1 g/mol
- ΔE to the lowest compared entry with this formula, charge and spin: 18.2 kJ/mol
- LUMO level (spin up / spin down): 4.4 / 4.6 eV
- HOMO energy (spin up / spin down): 1.585 / -7.966 eV
- Spin multiplicity: 2
- E: -4340.8474 eV
- HOMO-LUMO gap (spin up / spin down): 2.79 / 12.56 eV